Here is C5H9NO in the gas phase in a non-equilibrium geometry from the OMol25 dataset. Energies are from ωB97M-V/def2-TZVPD.

Calculated values
F_max: 0.2122 hartree/bohr
multiplicity: 1
relative energy (zero: lowest compared OMol25 entry of this formula, charge and spin): 6.040 eV
frontier orbital gap: 9.8761 eV
electronic energy: -325.71559 a.u.

The geometry in XYZ format:
```
16
Properties=species:S:1:pos:R:3:mulliken_charge:R:1
C 1.660 1.368 0.431 -1.1153
C 0.996 0.394 -0.212 0.1677
C -0.295 -0.351 1.314 -0.7422
C -0.589 0.407 0.063 0.2132
C -1.354 -0.240 -1.108 -0.2525
H 0.930 1.752 1.206 0.2282
H 2.702 1.207 0.896 0.2679
H 1.603 2.443 -0.064 0.2881
H 1.059 0.203 -1.346 0.3614
H 1.805 -1.261 1.188 0.2928
H -0.796 -1.220 1.499 0.4669
H -0.390 0.433 2.079 0.2340
H -1.028 1.519 0.062 0.2985
H -0.966 0.590 -2.008 0.1578
N 1.109 -0.739 0.514 -0.4710
O -1.899 -1.244 -1.255 -0.3953
```

---

Here is 2 unconnected molecules or ions with the total composition C5H7NO from the OMol25 dataset. Energies are from ωB97M-V/def2-TZVPD.

Calculated values
F_max: 0.0093 hartree/bohr
multiplicity: 1
relative energy (zero: lowest compared OMol25 entry of this formula, charge and spin): 3.146 eV
frontier orbital gap: 10.4015 eV
electronic energy: -324.60885 a.u.

The geometry in XYZ format:
```
14
Properties=species:S:1:pos:R:3:mulliken_charge:R:1
O 1.278 -2.263 1.222 -0.4681
C 0.171 -1.784 1.228 0.2434
N -0.151 -0.485 1.686 -0.4108
C 0.711 0.412 1.417 -0.3832
C 0.687 1.182 -1.546 -0.7626
C -0.521 0.710 -1.375 0.3884
C -1.685 0.203 -1.074 -0.7457
H -0.726 -2.341 0.913 0.3557
H -1.852 -0.077 -0.032 0.3248
H 1.617 0.203 0.842 0.3140
H 0.542 1.429 1.769 0.3081
H 0.902 2.241 -1.440 0.2775
H 1.511 0.526 -1.816 0.3028
H -2.484 0.044 -1.794 0.2558
```